(1)
The following is a DFT calculation (wB97M-V/def2-TZVPD) of C21H48BF4N10Zr as an isolated structure.

Geometry as XYZ:
```
85
Properties=species:S:1:pos:R:3:forces:R:3:lowdin_charge:R:1
Zr 0.024 0.298 -0.179 -0.2 -0.6 -0.1 1.8695
C -0.190 0.257 -5.010 0.1 0.1 0.0 0.0032
N 0.810 1.121 -4.376 0.0 -0.1 -0.1 -0.0965
C 1.701 1.812 -5.320 -0.1 0.0 0.1 0.0059
C 0.901 1.253 -3.058 -0.1 0.0 0.0 -0.3699
N -0.146 1.053 -2.223 0.0 0.2 0.1 -0.1122
C -1.491 1.519 -2.607 0.2 0.2 0.1 -0.1838
C -1.911 2.488 -1.520 0.0 0.0 0.2 -0.1371
N -1.747 1.811 -0.196 -0.3 0.1 0.0 -0.2703
C -1.356 2.784 0.860 -0.1 -0.1 0.1 -0.1508
C -0.865 2.129 2.138 0.0 -0.2 0.1 -0.1863
N 0.137 1.057 1.873 -0.1 0.1 0.0 -0.0885
C 0.806 0.595 2.979 0.0 0.3 -0.2 -0.3606
N 1.333 -0.637 3.006 0.0 -0.1 0.0 -0.1121
C 0.884 -1.756 2.195 0.1 0.1 0.0 -0.0309
C 2.521 -0.952 3.810 0.0 0.0 0.0 0.0004
N 0.979 1.367 4.066 0.0 0.1 0.1 -0.1299
C 0.923 0.828 5.432 0.0 0.0 -0.1 -0.0095
C 1.392 2.773 3.990 0.0 -0.1 0.0 -0.0153
C -2.996 1.056 0.134 0.0 0.0 0.0 -0.1261
C -2.731 -0.281 0.810 0.0 0.0 -0.1 -0.1907
N -1.670 -1.011 0.076 0.0 0.2 0.1 -0.1062
C -1.807 -2.359 -0.102 -0.1 0.2 0.1 -0.3702
N -2.560 -3.106 0.720 0.2 0.0 0.0 -0.1185
C -3.324 -4.268 0.243 0.1 0.0 0.0 0.0003
C -2.599 -2.915 2.171 -0.1 0.0 -0.1 -0.0129
N -1.180 -2.934 -1.131 0.1 -0.1 -0.2 -0.1222
C -1.005 -2.283 -2.423 0.1 0.0 0.0 -0.0384
C -0.629 -4.293 -1.073 -0.1 0.0 -0.1 0.0013
N 2.075 1.636 -2.496 -0.1 -0.2 0.1 -0.1288
C 3.369 1.080 -2.905 0.0 0.1 0.0 0.0061
C 2.031 2.489 -1.321 0.0 0.0 -0.3 -0.0198
H 0.315 -0.376 -5.739 0.0 0.0 0.0 0.1145
H -0.943 0.847 -5.531 0.0 0.0 0.0 0.1108
H -0.663 -0.374 -4.268 0.0 0.0 0.0 0.0633
H 1.081 2.279 -6.084 0.0 0.0 0.0 0.1116
H 2.376 1.107 -5.804 0.0 0.0 0.0 0.1076
H 2.270 2.582 -4.809 0.0 0.0 0.0 0.1011
H -2.195 0.686 -2.687 0.0 0.0 0.0 0.1101
H -1.487 2.044 -3.562 0.0 -0.1 0.0 0.1337
H -2.935 2.846 -1.640 0.0 0.0 0.0 0.1470
H -1.249 3.352 -1.544 0.0 0.0 0.0 0.1275
H -2.195 3.435 1.117 0.0 0.1 -0.1 0.1511
H -0.562 3.411 0.448 0.0 0.0 0.0 0.1251
H -1.700 1.721 2.712 0.0 0.0 0.0 0.1298
H -0.458 2.938 2.732 0.0 0.0 0.0 0.0921
H -0.036 -1.500 1.678 -0.1 0.0 0.0 0.0291
H 0.671 -2.614 2.834 0.0 0.0 0.0 0.1202
H 1.650 -2.047 1.473 0.0 0.0 0.0 0.0942
H 2.269 -1.551 4.684 0.0 0.0 0.0 0.1119
H 3.016 -0.040 4.127 0.0 0.0 0.0 0.1049
H 3.205 -1.532 3.191 0.0 0.0 0.0 0.1004
H 0.452 -0.151 5.432 0.0 0.0 0.0 0.1023
H 0.314 1.504 6.030 0.0 0.0 0.0 0.1111
H 1.910 0.762 5.888 0.0 0.0 0.0 0.1013
H 1.697 3.026 2.977 0.0 0.0 0.0 0.1004
H 2.254 2.905 4.643 0.0 0.0 0.0 0.1124
H 0.608 3.449 4.332 0.0 0.0 0.0 0.1034
H -3.516 0.859 -0.802 0.0 0.0 0.0 0.1306
H -3.655 1.663 0.759 0.0 0.1 0.0 0.1482
H -3.668 -0.838 0.791 0.0 -0.1 0.0 0.1391
H -2.458 -0.139 1.857 0.0 0.0 0.0 0.0991
H -3.302 -4.316 -0.841 0.0 0.0 0.0 0.1014
H -4.357 -4.147 0.567 0.0 0.0 0.0 0.1113
H -2.937 -5.197 0.660 0.0 0.0 0.0 0.1055
H -1.887 -2.158 2.480 0.0 0.0 0.0 0.0653
H -2.326 -3.856 2.650 0.0 0.0 0.0 0.1128
H -3.597 -2.637 2.509 0.0 0.0 0.0 0.1104
H -1.373 -1.263 -2.384 0.0 -0.1 0.0 0.0428
H -1.569 -2.832 -3.179 0.0 0.0 0.0 0.1163
H 0.049 -2.275 -2.702 0.0 0.0 0.0 0.0969
H -0.810 -4.746 -0.105 0.0 0.0 0.1 0.0932
H 0.447 -4.232 -1.239 0.0 0.0 0.0 0.1069
H -1.066 -4.918 -1.851 0.0 0.0 0.0 0.1110
H 3.250 0.489 -3.806 0.0 0.0 0.0 0.0947
H 3.759 0.420 -2.129 0.0 0.0 0.0 0.0871
H 4.092 1.871 -3.096 0.0 0.0 0.0 0.1158
H 1.520 3.425 -1.547 0.0 0.0 0.1 0.1145
H 3.042 2.708 -0.988 0.0 0.0 0.0 0.1176
H 1.512 2.043 -0.460 0.3 0.2 0.2 0.0133
F 2.891 0.516 0.827 0.0 0.1 0.3 0.2026
B 4.076 -0.087 0.650 0.1 -0.1 -0.6 -0.8711
F 1.325 -0.926 -0.827 0.3 -0.3 -0.1 -0.4024
F 4.124 -1.392 0.729 0.0 0.1 0.2 0.3028
F 5.090 0.648 0.284 0.0 -0.1 0.2 0.3185
```
Forces are in eV/Å.

The value obtained for the LUMO energy is -8.47 eV. The multiplicity is 1. As for the energy above the lowest of the compared OMol25 structures with the same formula, charge and spin: 0.0 kcal/mol. The HOMO-LUMO gap comes out at 9.03 eV. As for the net charge: +3. For the HOMO energy, the calculation gives -17.5073 eV.

(2)
The following is a DFT calculation (wB97M-V/def2-TZVPD) of C21H48CuN8O14 as an isolated structure at a distorted geometry.

Geometry as XYZ:
```
92
Properties=species:S:1:pos:R:3:forces:R:3:mulliken_spin:R:1
Cu 4.912 -5.407 -4.606 0.2 1.8 1.3 0.4307
C 4.785 -2.843 -3.628 -1.4 1.0 1.0 -0.0169
O 5.785 -3.456 -3.964 5.2 -2.4 -1.4 0.2654
O 3.784 -3.546 -3.885 -3.6 -2.0 -0.4 0.2642
O 4.769 -1.741 -3.082 0.0 1.3 0.4 0.0632
C 7.565 -0.121 -10.768 1.1 -0.6 -1.5 0.0000
O 6.703 0.021 -9.687 -1.3 -0.8 1.3 0.0000
C 6.587 -0.977 -8.774 1.7 -1.0 1.8 -0.0001
O 7.024 -2.143 -8.793 -1.3 3.1 -0.6 0.0000
O 6.072 -0.385 -7.650 -0.5 0.5 -1.0 0.0000
C 6.047 -1.116 -6.419 0.4 -1.8 -1.1 -0.0007
H 8.569 0.194 -10.485 0.1 -0.3 0.1 0.0000
H 7.298 0.499 -11.624 -0.6 0.4 0.5 0.0000
H 7.564 -1.120 -11.204 0.2 -0.3 0.5 0.0000
H 5.746 -0.570 -5.526 0.4 0.7 -0.7 0.0007
H 7.029 -1.587 -6.385 0.1 0.1 0.8 0.0005
H 5.353 -1.954 -6.496 -0.2 -0.1 -0.1 -0.0033
C 5.150 -8.029 -0.983 0.5 1.6 -0.3 0.0000
C 5.917 -6.819 -1.668 0.6 -2.0 1.1 -0.0008
O 5.498 -6.383 -2.718 -0.4 0.9 -1.1 0.0007
N 7.070 -6.380 -1.087 -1.0 -0.2 -0.3 0.0001
C 7.828 -5.222 -1.514 1.5 0.1 0.2 -0.0007
H 4.460 -7.536 -0.299 0.0 -0.1 0.3 -0.0001
H 5.789 -8.722 -0.435 0.0 0.2 -0.1 0.0000
H 4.517 -8.550 -1.700 0.4 0.1 -0.2 0.0000
H 7.384 -6.817 -0.232 -0.3 0.0 -0.1 0.0000
H 7.692 -4.356 -0.866 -0.7 0.2 -0.3 0.0002
H 7.825 -4.988 -2.578 -0.9 -0.1 0.1 0.0000
H 8.886 -5.432 -1.357 0.1 -0.4 0.1 0.0000
O 2.202 2.269 -4.329 -0.6 1.4 -0.5 0.0000
C 2.798 1.234 -4.481 -0.3 -0.5 1.1 -0.0001
N 3.943 1.031 -3.797 1.5 -0.4 0.2 0.0009
C 2.198 0.090 -5.243 0.2 0.9 -0.4 -0.0010
H 4.332 1.802 -3.272 -0.3 0.0 -0.1 0.0000
H 4.421 0.144 -3.735 -0.3 0.0 -0.1 -0.0036
H 2.556 -0.876 -4.885 -0.4 0.1 -0.2 -0.0012
H 2.421 0.254 -6.297 0.3 -0.4 -0.1 0.0000
H 1.134 0.317 -5.192 -0.1 -0.8 0.3 -0.0001
O 0.710 -1.162 -0.173 -1.7 -0.3 1.3 0.0000
C 1.775 -0.900 -0.652 -0.2 0.8 -1.1 0.0000
N 2.193 -1.627 -1.712 1.0 -0.5 -0.7 0.0007
C 2.596 0.265 -0.190 1.1 -0.4 0.1 0.0000
H 3.128 -1.615 -2.093 0.0 0.3 -0.1 -0.0017
H 1.588 -2.364 -2.046 0.0 0.2 0.4 0.0000
H 3.094 0.848 -0.964 -0.5 0.0 -0.4 0.0000
H 3.452 -0.217 0.281 0.1 0.2 0.6 0.0000
H 2.050 0.896 0.512 0.1 -0.2 -0.2 0.0000
O 0.065 -3.420 -6.906 -2.0 -0.9 -2.7 0.0003
C 0.627 -3.202 -5.882 -2.4 1.0 1.6 -0.0008
N 1.921 -3.133 -5.857 2.2 -0.1 0.7 -0.0008
C -0.205 -2.902 -4.634 0.3 -0.1 0.5 0.0014
H 2.319 -3.409 -6.743 0.5 0.1 0.3 -0.0001
H 2.406 -3.089 -4.972 0.5 -0.1 -0.4 -0.0032
H -0.781 -1.980 -4.719 0.2 0.0 -0.4 0.0001
H 0.381 -2.808 -3.720 0.1 0.0 0.0 0.0003
H -0.945 -3.691 -4.496 0.1 -0.1 -0.1 0.0000
O 2.879 -6.467 -4.164 4.3 -0.6 -2.2 0.0043
C 1.733 -6.234 -3.929 -2.0 -0.1 2.0 0.0037
N 1.469 -5.290 -3.042 -0.2 2.3 1.4 0.0003
C 0.636 -7.009 -4.486 -0.4 -0.9 -1.0 -0.0005
H 2.219 -4.622 -2.935 0.4 -0.1 0.3 -0.0047
H 0.626 -4.989 -2.575 -0.3 -0.7 -0.7 -0.0007
H 0.456 -6.480 -5.422 -0.8 0.0 -0.1 0.0001
H -0.229 -7.122 -3.832 0.0 0.3 -0.3 0.0000
H 0.999 -7.988 -4.796 0.0 0.0 0.2 0.0000
O 6.390 -2.724 1.469 -0.6 -1.1 -0.6 0.0000
C 5.586 -2.721 0.521 0.4 -2.5 4.2 0.0003
N 5.544 -1.674 -0.216 -0.4 2.7 -3.2 0.0002
C 4.487 -3.788 0.350 0.3 0.1 -0.9 0.0002
H 6.259 -0.979 -0.053 0.0 -0.1 -0.1 -0.0002
H 5.132 -1.724 -1.137 0.0 0.3 -0.1 -0.0021
H 4.451 -4.199 -0.659 0.5 -0.1 -0.4 -0.0010
H 3.495 -3.336 0.379 0.0 0.2 0.7 -0.0002
H 4.598 -4.640 1.020 0.0 0.4 0.2 0.0000
O 9.214 0.871 -3.028 1.0 1.4 -0.6 0.0000
C 8.642 -0.179 -3.084 0.7 -1.2 2.3 0.0002
N 7.300 -0.239 -3.112 -0.7 -0.3 -0.5 0.0005
C 9.393 -1.511 -2.859 -0.9 -0.3 -1.1 0.0006
H 6.846 0.646 -3.289 -0.1 -0.2 0.0 0.0000
H 6.771 -1.094 -3.205 -0.1 0.2 0.1 0.0001
H 8.676 -2.318 -2.710 -0.1 -0.1 -0.1 0.0013
H 10.126 -1.619 -2.060 -0.1 0.9 0.0 0.0001
H 9.895 -1.678 -3.812 0.3 -0.3 0.0 0.0001
O 6.818 -5.554 -5.847 -2.1 -1.6 0.1 0.0067
C 7.864 -4.939 -6.031 -1.4 -0.6 0.1 0.0030
N 8.101 -3.897 -5.294 1.8 2.0 0.4 -0.0032
C 8.828 -5.381 -7.028 0.9 -0.3 -0.8 -0.0006
H 8.884 -3.317 -5.560 -0.1 0.1 0.3 -0.0006
H 7.353 -3.532 -4.723 -0.1 0.2 0.2 -0.0028
H 8.475 -6.307 -7.483 0.2 0.1 0.1 0.0003
H 9.793 -5.506 -6.539 0.1 -0.2 -0.1 0.0003
H 8.960 -4.626 -7.803 -0.1 0.1 0.0 0.0000
```
Forces are in eV/Å.

The value obtained for the LUMO energy (alpha / beta) is -0.20 / -3.26 eV. The multiplicity is 2. Its expectation value of S² is 0.7566. The HOMO-LUMO gap (alpha / beta) comes out at 9.17 / 6.11 eV. For the HOMO energy (alpha / beta), the calculation gives -9.3691 / -9.3688 eV.

(3)
The following is a DFT calculation (wB97M-V/def2-TZVPD) of C21H50Cl12O6S6 as an isolated structure at a distorted geometry.

Geometry as XYZ:
```
95
Properties=species:S:1:pos:R:3:forces:R:3:lowdin_charge:R:1
C -0.468 0.767 3.540 0.3 -0.6 1.1 -0.2284
S 0.547 -0.646 4.138 -1.4 -1.4 0.5 0.9193
O -0.396 -1.734 4.674 1.0 1.3 -0.7 -0.5577
C 1.167 -1.231 2.504 -2.9 0.1 1.4 -0.2981
H 0.224 1.558 3.249 -0.1 -0.3 -0.1 0.0397
H -1.062 1.184 4.352 0.2 -0.5 0.2 0.0673
H -1.115 0.420 2.734 0.7 0.5 1.4 -0.0113
H 1.612 -0.303 2.145 0.2 -0.9 -0.3 0.0203
H 0.270 -1.499 1.946 0.5 0.5 0.3 0.0120
H 1.776 -2.130 2.599 -2.5 0.6 0.3 0.0328
C 0.330 -3.453 0.071 -6.1 -0.1 0.8 -0.5242
S -1.541 -3.554 0.244 0.1 -1.7 0.3 0.8454
O -1.876 -5.014 0.026 0.0 0.8 -0.3 -0.5733
C -1.572 -3.340 2.034 0.9 0.9 -0.1 -0.2564
H 0.603 -3.348 -0.979 -1.8 -0.4 0.0 0.0213
H 0.788 -4.333 0.523 -1.1 0.1 -0.1 -0.0396
H 0.684 -2.605 0.658 -3.0 -0.2 0.2 -0.0372
H -1.099 -2.373 2.201 -0.2 -0.3 0.2 -0.0142
H -0.909 -4.073 2.494 -0.4 -0.3 0.0 0.0760
H -2.558 -3.251 2.490 0.0 -0.5 -0.4 0.0675
C 3.743 -1.933 2.148 1.4 3.0 0.9 -0.4727
S 4.151 -0.103 2.136 -0.2 -1.2 -0.3 1.0026
O 2.948 0.657 1.544 2.8 0.4 2.1 -0.6362
C 4.061 -0.067 3.922 -0.2 1.2 1.1 -0.2650
H 3.534 -2.342 1.159 0.7 2.2 0.8 -0.0846
H 2.846 -2.048 2.756 2.9 0.0 0.1 -0.0096
H 4.530 -2.564 2.562 0.6 2.9 0.7 -0.0296
H 4.816 -0.544 4.547 0.5 -0.5 -0.9 0.0720
H 3.108 -0.452 4.285 -0.1 0.3 -0.2 0.0088
H 4.197 0.980 4.194 -0.5 0.2 0.0 0.0547
C -3.035 -0.540 1.974 -0.4 0.9 -0.6 -0.2229
S -3.353 1.322 1.938 2.2 -0.8 1.8 0.9556
O -2.980 1.752 3.365 -1.2 0.2 -1.7 -0.5914
C -1.839 1.709 0.923 -3.7 2.6 -0.3 -0.3676
H -1.969 -0.751 2.058 -0.8 0.1 0.1 -0.0047
H -3.343 -0.886 0.988 -0.2 -0.3 0.0 0.0483
H -3.607 -1.009 2.775 -0.1 0.3 -0.1 0.0693
H -0.903 1.602 1.472 -1.8 1.7 0.3 -0.0074
H -1.947 2.679 0.438 -0.9 0.1 0.6 0.0221
H -1.772 0.973 0.121 -1.7 1.0 0.3 0.0073
C 1.666 -0.551 -0.352 -2.2 2.8 -1.3 -0.4199
S -0.073 0.021 -0.370 1.9 1.1 3.7 0.8648
O -0.476 0.210 1.096 5.2 -4.9 -1.5 -0.7877
C 0.262 1.742 -1.007 0.6 -2.7 -0.9 -0.4011
H 1.976 -0.417 -1.388 -0.3 -0.8 1.4 -0.1336
H 1.869 -1.565 -0.009 -1.9 5.4 0.4 -0.2120
H 2.186 0.197 0.247 -0.2 -0.7 -0.2 -0.0102
H 0.656 1.843 -2.018 -1.5 -0.3 1.4 -0.0923
H 1.060 2.297 -0.514 -0.9 -1.4 0.0 -0.0032
H -0.670 2.299 -0.911 0.2 -2.7 -0.3 -0.0202
C 1.187 5.319 0.956 -0.6 0.9 -0.2 -0.2416
S -0.047 3.949 1.021 2.6 -0.4 -1.4 1.0486
O -0.340 3.587 -0.467 0.2 7.9 4.6 -0.6655
C 1.252 2.639 1.432 -0.7 0.7 0.5 -0.2537
H 0.614 6.096 0.450 0.2 0.0 -0.4 0.0416
H 2.127 5.130 0.436 -0.4 -0.5 -0.3 0.0575
H 1.485 5.822 1.875 -0.4 -0.7 0.6 0.0525
H 2.030 2.592 0.670 0.2 0.6 0.6 0.0401
H 0.711 1.694 1.379 0.6 0.3 0.3 -0.0047
H 1.656 2.783 2.433 0.0 0.3 -0.1 0.0755
C 3.223 1.966 -3.471 1.5 -0.2 0.3 -1.8367
Cl 1.851 2.693 -4.267 2.3 5.5 -1.3 0.5717
Cl 4.580 3.163 -3.384 -0.9 -0.8 0.0 0.5433
Cl 2.748 1.374 -1.849 3.9 1.8 -1.1 0.7150
Cl 3.701 0.539 -4.436 0.6 0.7 0.0 0.5514
C 0.436 -0.764 -3.511 -1.1 -2.4 0.0 -1.7574
Cl -0.903 -1.056 -2.356 1.3 -2.4 -4.3 0.6876
Cl 0.777 0.896 -3.646 -3.3 -4.8 -2.8 0.4760
Cl 1.911 -1.606 -2.988 -0.1 -1.4 -1.4 0.6134
Cl 0.001 -1.512 -5.096 0.1 0.5 0.2 0.5696
C 3.322 -4.310 0.249 -0.9 -1.6 -0.6 -1.7355
Cl 2.274 -2.878 -0.083 12.1 -6.6 -1.9 0.7780
Cl 4.487 -4.563 -1.004 0.4 0.1 -0.8 0.6141
Cl 4.149 -4.140 1.752 0.3 -6.1 -0.6 0.7593
Cl 2.244 -5.785 0.298 1.0 -0.2 0.1 0.6115
C -4.099 -2.477 -3.273 -0.7 0.5 -1.0 -0.1042
C -3.632 -1.138 -3.825 0.0 0.3 1.1 -0.2884
C -3.426 -0.114 -2.691 0.0 0.3 -0.3 -0.3009
C -2.751 1.184 -3.144 -1.5 0.4 0.4 -0.2157
C -2.876 2.334 -2.105 -0.1 0.1 -0.6 -0.2266
C -1.924 3.500 -2.395 -0.3 -1.4 -0.4 -0.1009
H -5.077 -2.364 -2.807 0.1 -0.1 0.5 0.0751
H -3.346 -2.906 -2.612 -0.2 -0.2 0.0 0.0597
H -4.288 -3.075 -4.165 0.2 -0.7 0.3 0.0721
H -2.745 -1.382 -4.409 0.3 0.7 0.0 0.0544
H -4.365 -0.686 -4.493 -0.1 -0.2 -0.2 0.1121
H -2.832 -0.529 -1.877 -0.5 -0.1 0.1 0.0092
H -4.375 0.070 -2.187 -0.4 0.3 -0.3 0.1230
H -1.757 0.958 -3.529 0.1 0.4 0.4 0.0403
H -3.289 1.560 -4.014 -0.1 -0.1 -0.3 0.1151
H -3.878 2.764 -2.129 -0.4 -0.3 -0.4 0.1126
H -2.820 2.005 -1.068 0.3 -0.2 -0.5 0.0608
H -2.015 3.807 -3.437 -0.5 0.5 0.1 0.0857
H -2.103 4.253 -1.627 0.4 0.3 -0.7 0.0822
H -0.930 3.056 -2.330 -0.2 0.9 -0.3 0.0277
```
Forces are in eV/Å.

The value obtained for the LUMO energy is -0.43 eV. The multiplicity is 1. As for the energy above the lowest of the compared OMol25 structures with the same formula, charge and spin: 589.2 kcal/mol. The HOMO-LUMO gap comes out at 7.58 eV. For the HOMO energy, the calculation gives -8.0098 eV.